--- 1 ---
The following is a quantum chemistry calculation of a structure of composition C23H30N2O2, from the OMol25 dataset.

Its spin multiplicity is 1. The HOMO energy is -7.587 eV. The value obtained for the HOMO-LUMO gap is 0.2882 Ha.

Last column: Löwdin charge in e.
Element x y z (Å)
H 3.13 -0.77 -0.99  0.17
H -0.21 1.31 6.82  0.09
H -0.56 0.00 0.51  0.09
H 1.75 -0.01 -3.07  0.21
H -2.71 0.56 2.92  0.22
C 1.97 0.88 0.80  -0.39
H -0.62 -1.27 -7.93  0.11
C -0.89 -1.04 -6.84  -0.03
H 0.24 -1.76 0.63  0.11
C 1.43 2.12 -0.16  -0.04
O -2.18 0.27 5.11  -0.14
C 1.83 -0.83 -1.06  -0.06
C -0.69 -1.31 -4.15  -0.11
H 0.50 1.99 -0.05  0.00
C -0.79 1.38 -4.06  -0.14
C -0.89 -0.18 2.98  -0.37
C -1.34 1.51 6.93  -0.14
H 1.88 1.10 1.91  0.13
H 1.93 -1.84 5.10  0.03
H 3.20 1.02 0.86  0.16
H 2.06 -1.86 2.47  -0.01
H 1.63 -1.99 -1.28  0.14
C -0.74 -2.43 -4.70  -0.11
C -0.66 -1.01 -2.58  -0.24
C 0.20 -0.69 2.35  -0.08
H -1.57 1.49 7.99  0.07
N -0.19 0.03 -1.98  -0.15
H -1.59 2.59 6.34  0.16
H -1.64 -1.50 -2.16  0.17
C 0.24 -0.70 5.19  -0.03
N 1.82 -0.27 0.46  -0.15
H -0.85 -3.45 -6.54  0.00
C -0.84 1.13 -2.66  -0.24
H 1.47 2.37 -2.29  0.09
H 3.05 1.66 -1.65  0.17
C -0.69 -0.01 -6.09  -0.20
H -1.91 0.95 -2.40  0.14
H -0.10 -1.95 -2.16  0.13
C 1.17 0.32 -1.87  -0.39
H -0.67 -3.10 -4.11  0.02
C 1.29 -1.46 4.45  -0.07
C 1.85 1.55 -1.65  -0.16
C 1.42 -1.53 3.05  0.08
H -0.56 0.94 -6.76  0.15
H -1.40 2.02 -4.51  0.07
H 0.36 1.96 -4.28  0.19
C -2.20 0.44 6.51  -0.37
H -0.82 2.21 -2.07  0.18
H -3.35 0.74 6.69  0.17
H 1.74 3.03 0.02  0.05
C -0.67 -2.60 -6.13  0.13
C -0.47 0.08 -4.76  -0.12
C 0.21 -0.69 0.76  -0.02
H 0.01 -0.90 6.27  0.10
H -1.86 -0.57 6.96  0.14
O -1.83 0.33 2.38  0.10
C -0.90 -0.27 4.50  -0.06

---

--- 2 ---
The following is a quantum chemistry calculation of the molecule C23H30N2O2, from the OMol25 dataset.

Its spin multiplicity is 1. The HOMO energy is -9.110 eV. The value obtained for the HOMO-LUMO gap is 0.3613 Ha. As for the SMILES: CCCC[C@H](C(=O)N[C@@H](C)c1ccccc1)C(=O)N[C@H](C)c1ccccc1.

Last column: Löwdin charge in e.
Element x y z (Å)
H 4.72 -1.85 -1.30  0.12
C 5.58 0.57 0.88  -0.10
C 0.21 1.40 -0.44  -0.15
O -1.39 -0.65 0.81  0.04
C 2.37 -2.16 0.04  -0.31
C 1.53 1.88 -1.02  -0.21
C 4.46 0.54 1.70  -0.09
C 4.65 -1.19 -0.45  -0.03
N 1.16 -1.38 -0.12  0.12
H 0.66 -1.10 0.71  0.12
H 1.42 3.89 -0.25  0.11
H 4.38 1.22 2.54  0.10
H 2.26 1.07 -1.01  0.10
C -6.04 -0.27 -0.67  -0.04
H -3.09 -2.16 1.21  0.07
C 3.47 3.48 -0.75  -0.11
N -2.56 -0.77 -1.13  0.13
H -4.25 -1.84 -1.60  0.14
C -4.42 0.39 0.96  -0.03
H -7.93 0.74 -0.58  0.10
H -2.86 -3.28 -0.15  0.09
C 3.44 -0.35 1.43  -0.04
H 1.97 -2.75 2.08  0.08
H 4.17 2.65 -0.69  0.06
H 1.36 -3.88 0.86  0.08
H -3.44 0.29 1.40  0.10
H 2.56 -2.64 -0.93  0.14
C 5.67 -0.30 -0.19  -0.08
H -2.53 -0.52 -2.10  0.15
H 3.39 3.79 -1.79  0.07
C -6.58 1.44 0.93  -0.09
C -4.77 -0.40 -0.12  -0.19
H 2.21 2.74 0.83  0.10
C 2.18 -3.22 1.12  -0.03
H -0.53 2.20 -0.49  0.13
H -6.33 -0.88 -1.51  0.11
H -4.48 -3.04 0.54  0.09
C -5.32 1.31 1.48  -0.08
C -1.49 -0.45 -0.39  -0.45
C -3.54 -2.55 0.30  -0.03
H -5.03 1.92 2.32  0.10
H 3.87 4.31 -0.17  0.07
H -0.65 0.44 -2.19  0.15
C 0.76 -0.90 -1.31  -0.47
H 3.09 -3.82 1.22  0.09
O 1.20 -1.24 -2.38  0.08
C -6.94 0.65 -0.14  -0.09
H 6.54 -0.27 -0.83  0.10
C -3.80 -1.41 -0.69  -0.29
C 2.11 3.05 -0.21  -0.26
C -0.35 0.17 -1.17  -0.14
C 3.52 -1.23 0.35  -0.19
H 2.56 -0.36 2.07  0.11
H 1.39 2.19 -2.05  0.13
H -7.28 2.15 1.34  0.10
H 0.34 1.14 0.62  0.11
H 6.38 1.27 1.09  0.10

---

Quick one: least stable of them? 1

---

--- 1 ---
The following is a quantum chemistry calculation of the molecule CH4O2, from the OMol25 dataset.

Its spin multiplicity is 1. The HOMO energy is -10.425 eV. The value obtained for the HOMO-LUMO gap is 0.4134 Ha. As for the SMILES: OCO.

Last column: Löwdin charge in e.
Element x y z (Å)
H -0.36 0.95 -1.43  0.00
C 0.26 -0.37 -0.02  -0.18
H -0.52 0.03 1.65  0.17
H 0.34 -1.13 -0.83  0.12
H 1.24 0.01 0.24  0.10
O -0.66 -0.71 0.93  -0.05
O -0.29 1.22 -0.53  -0.16

---

--- 2 ---
The following is a quantum chemistry calculation of a cluster of 2 separate species, CH4O2 in total, from the OMol25 dataset.

Its spin multiplicity is 1. The HOMO energy is -10.451 eV. The value obtained for the HOMO-LUMO gap is 0.4111 Ha. As for the SMILES: C=O.O.

Last column: Löwdin charge in e.
Element x y z (Å)
H -0.98 0.26 -3.16  0.08
H -1.51 0.00 -1.36  0.08
O 0.79 -0.06 3.17  -0.07
C -0.71 0.13 -2.10  -0.14
H 1.25 0.47 2.50  0.03
H 0.71 -0.93 2.72  0.04
O 0.45 0.13 -1.77  -0.02

---

Quick one: least stable of them? 1

---

--- 1 ---
The following is a quantum chemistry calculation of the molecule C3H5ClO2S, from the OMol25 dataset.

Its spin multiplicity is 1. The HOMO energy is -10.204 eV. The value obtained for the HOMO-LUMO gap is 0.2944 Ha. As for the SMILES: CCC(Cl)=S(=O)=O.

Last column: Löwdin charge in e.
Element x y z (Å)
O -3.12 -0.15 0.45  -0.30
H 0.94 -0.68 1.30  0.08
S -1.81 -0.64 0.18  0.75
O -1.66 -2.03 -0.17  -0.30
Cl -0.99 2.37 -0.01  0.28
C 1.32 0.10 0.65  -0.11
H 0.78 -1.03 -1.12  0.12
H 1.08 1.07 1.09  0.04
H 2.40 0.01 0.57  0.08
C 0.67 -0.01 -0.73  -0.37
C -0.76 0.31 -0.78  -0.38
H 1.17 0.67 -1.42  0.12

---

--- 2 ---
The following is a quantum chemistry calculation of a cluster of 2 separate species, C3H5ClO2S in total, from the OMol25 dataset.

Its spin multiplicity is 1. The HOMO energy (spin up / spin down) is -8.506 / -8.292 eV. The value obtained for the HOMO-LUMO gap (spin up / spin down) is 0.2713 / 0.2665 Ha.

Last column: Löwdin charge in e.
Element x y z (Å)
C -0.52 0.10 -0.57  -0.47
O -0.86 -0.18 -2.02  -0.12
C -0.18 -1.15 0.30  -0.05
C 0.57 1.12 -0.45  -0.56
H -1.40 0.53 -0.05  0.14
Cl 1.17 1.54 -1.87  0.82
S 2.12 1.39 2.16  0.70
H 0.02 -0.63 1.27  0.06
H -1.74 -0.13 -2.28  0.04
H 0.68 -1.67 -0.11  0.08
O 1.11 0.97 3.20  -0.71
H -0.97 -1.90 0.43  0.08

---

--- 3 ---
The following is a quantum chemistry calculation of a cluster of 2 separate species, C3H5ClO2S in total, from the OMol25 dataset.

Its spin multiplicity is 1. The HOMO energy is -9.595 eV. The value obtained for the HOMO-LUMO gap is 0.3318 Ha.

Last column: Löwdin charge in e.
Element x y z (Å)
O 0.83 0.65 0.17  -0.08
Cl -2.54 0.89 0.48  0.01
C -2.61 -2.31 0.17  -0.38
H 1.98 1.26 -1.36  0.09
C 0.94 1.08 -1.15  -0.08
C 0.52 -0.63 0.38  -0.40
S -2.81 -0.97 -0.56  0.53
H -2.53 -2.72 1.09  -0.05
H 0.22 1.91 -1.20  0.10
H 0.59 -0.89 1.38  0.12
H 0.62 0.33 -1.87  0.09
O 0.33 -1.53 -0.39  0.04

---

Quick one: least stable of them? 2

---

--- 1 ---
The following is a quantum chemistry calculation of a cluster of 10 separate species, H22NO9 in total, from the OMol25 dataset.

Its spin multiplicity is 1. Its charge is +1. The HOMO energy is -13.362 eV. The value obtained for the HOMO-LUMO gap is 0.3643 Ha.

Last column: Löwdin charge in e.
Element x y z (Å)
H -5.09 -10.61 25.85  0.04
H -4.44 -9.92 29.91  -0.05
O -8.58 -8.09 25.23  -0.08
O -4.57 -6.81 25.40  -0.14
H -6.29 -8.19 27.99  0.09
H -5.38 -9.33 24.38  -0.05
H -6.38 -9.85 27.82  0.19
O -4.82 -9.77 26.02  0.05
H -3.99 -10.95 28.86  0.05
O -8.50 -9.31 30.15  -0.03
O -4.57 -10.78 29.63  -0.02
H -8.96 -8.52 30.47  0.05
O -6.57 -5.74 26.72  -0.04
H -5.43 -6.35 25.72  0.00
O -5.04 -7.96 30.13  -0.12
N -6.78 -8.88 27.46  0.29
O -5.81 -9.14 23.55  -0.11
H -6.65 -8.72 26.53  0.03
H -4.12 -9.88 26.53  0.00
H -4.14 -7.58 30.53  0.13
H -10.70 -7.91 28.30  0.02
H -8.32 -7.88 24.38  -0.03
H -10.45 -6.33 27.94  0.09
H -3.98 -6.12 25.84  0.07
H -7.83 -8.79 27.51  0.13
H -9.25 -7.26 25.55  0.15
H -5.42 -7.03 30.23  0.07
H -6.57 -5.03 27.45  0.13
H -6.11 -8.11 23.46  0.12
H -7.48 -5.83 26.54  0.01
H -9.23 -9.84 30.34  0.00
O -10.26 -7.30 27.74  -0.07

---

--- 2 ---
The following is a quantum chemistry calculation of a cluster of 10 separate species, H22NO9 in total, from the OMol25 dataset.

Its spin multiplicity is 1. Its charge is +1. The HOMO energy is -13.570 eV. The value obtained for the HOMO-LUMO gap is 0.3655 Ha.

Last column: Löwdin charge in e.
Element x y z (Å)
O 3.84 -2.16 1.26  -0.11
H -1.59 1.31 2.98  0.05
H 1.61 0.47 2.51  0.11
O 1.04 2.62 0.00  -0.13
H 1.45 -0.55 -0.17  0.19
O 1.63 -0.21 -2.75  -0.09
H -1.21 1.52 -2.23  -0.02
H -2.10 -0.84 1.83  -0.05
O -0.66 1.34 -3.00  -0.06
O -2.35 -1.72 1.51  -0.12
H -0.12 0.13 -1.08  0.17
H -3.31 1.67 -0.89  0.13
H 1.29 -1.02 3.05  0.13
H -2.13 2.46 -0.25  0.03
O -1.39 0.39 3.06  -0.01
H -0.06 2.10 -3.19  0.09
H 0.14 -1.32 -0.06  0.04
O -1.31 -2.54 -1.90  0.06
H -0.79 -3.17 -1.56  -0.02
H 1.05 0.59 -2.65  -0.01
H 3.26 -1.71 1.98  0.04
O 1.87 -0.52 2.34  -0.14
H -3.32 -1.69 1.09  0.13
H 3.14 -2.63 0.77  0.02
H 1.50 3.30 -0.61  0.09
O -2.30 1.68 -0.74  -0.06
N 0.33 -0.39 -0.15  0.24
H -0.06 -0.15 0.81  0.11
H -0.89 0.46 3.86  0.05
H -1.30 -2.73 -2.77  -0.01
H 2.48 0.03 -3.17  0.07
H 0.25 3.26 0.14  0.08

---

Quick one: least stable of them? 1